{"formula": "C2H4N2S2", "method": "ωB97M-V/def2-TZVPD", "species": ["S", "N", "N", "S", "C", "C", "H", "H", "H", "H"], "xyz": [[1.8383, -0.1748, 1.2568], [2.1050, -0.4771, -0.2085], [2.2132, -0.8329, -1.3659], [2.6598, -0.7117, -2.8323], [-1.1060, -0.1179, 0.3326], [-1.8769, 0.8834, 0.7109], [-0.4234, -0.6548, 0.9812], [-1.0449, -0.5105, -0.6869], [-2.4036, 1.4954, -0.0092], [-1.9615, 1.1009, 1.8212]], "total_charge": 0, "e_lumo_ev": -0.957, "e_tot_ha": -984.33449, "smiles": "S=NN=S.C=C", "homo_ev": -8.44, "orbital_gap_ev": 7.479}

{"formula": "C35H55N4OP2RuS", "method": "ωB97M-V/def2-TZVPD", "species": ["C", "C", "C", "C", "C", "H", "H", "H", "N", "P", "P", "C", "H", "H", "C", "H", "C", "C", "C", "C", "C", "H", "H", "H", "C", "H", "H", "H", "C", "H", "H", "H", "C", "H", "H", "H", "C", "H", "H", "H", "C", "H", "H", "H", "C", "H", "H", "H", "C", "H", "H", "H", "C", "H", "H", "H", "C", "H", "H", "H", "C", "H", "H", "H", "C", "H", "H", "H", "Ru", "C", "O", "N", "C", "C", "C", "C", "C", "H", "C", "H", "C", "H", "H", "H", "S", "C", "N", "C", "C", "C", "N", "H", "H", "H", "H", "H", "H", "H", "H"], "xyz": [[2.0436, -1.9543, -1.4222], [2.1249, 0.2561, -2.2597], [2.9471, -2.4054, -2.3909], [2.6621, -0.2797, -3.4769], [3.2071, -1.5496, -3.4673], [3.3111, -3.4198, -2.3642], [2.8227, 0.4283, -4.2626], [3.7871, -1.8986, -4.3022], [1.7122, -0.6718, -1.3123], [-0.1578, -2.4823, 0.3223], [1.2311, 2.0804, -0.4414], [1.4760, -2.9305, -0.4085], [1.4024, -3.9073, -0.9030], [2.2103, -2.9940, 0.4093], [2.0213, 1.6622, -2.0250], [1.9908, 2.3329, -2.8750], [-0.2719, 3.3981, -0.4587], [2.9106, 2.9219, 0.0745], [-1.3868, -3.3231, -0.9056], [-0.1900, -3.5921, 1.8929], [-1.6352, 2.8713, 0.0010], [-1.5873, 2.4176, 0.9978], [-2.3436, 3.7170, 0.0501], [-2.0527, 2.1152, -0.6643], [0.0128, 4.5742, 0.4850], [0.0887, 4.2281, 1.5220], [0.9065, 5.1485, 0.2364], [-0.8362, 5.2726, 0.4418], [-0.4346, 3.8269, -1.9216], [-1.2303, 4.5898, -1.9771], [0.4808, 4.2468, -2.3582], [-0.7574, 2.9767, -2.5405], [2.9071, 3.3802, 1.5351], [2.7486, 2.5256, 2.2085], [3.8963, 3.8014, 1.7701], [2.1673, 4.1598, 1.7426], [4.0648, 1.9282, -0.1124], [3.9577, 1.0312, 0.5069], [4.1826, 1.6206, -1.1596], [4.9787, 2.4425, 0.2141], [3.1247, 4.0762, -0.9194], [3.1756, 3.7131, -1.9599], [2.3410, 4.8414, -0.8562], [4.0873, 4.5701, -0.7045], [-1.6195, -3.6002, 2.4528], [-1.6121, -4.1275, 3.4189], [-1.9757, -2.5753, 2.6234], [-2.3270, -4.1307, 1.8075], [0.7267, -2.9895, 2.9639], [1.7785, -2.9547, 2.6489], [0.3925, -1.9843, 3.2520], [0.6705, -3.6267, 3.8621], [0.3136, -5.0361, 1.6892], [0.3595, -5.5098, 2.6827], [-0.3467, -5.6643, 1.0895], [1.3206, -5.0628, 1.2545], [-0.9430, -2.9958, -2.3374], [-1.7477, -3.2905, -3.0257], [-0.7121, -1.9402, -2.5021], [-0.0665, -3.5959, -2.6150], [-2.8039, -2.8220, -0.5771], [-2.9151, -1.7439, -0.6968], [-3.5030, -3.3111, -1.2719], [-3.1036, -3.0560, 0.4503], [-1.4634, -4.8541, -0.8422], [-0.4981, -5.3327, -1.0408], [-1.8988, -5.2333, 0.0877], [-2.1526, -5.1645, -1.6418], [0.4033, -0.1132, 0.3231], [1.7550, -0.1785, 1.5098], [2.6829, -0.2979, 2.2318], [-1.7617, -0.0490, -1.2637], [-2.5765, -0.0333, -2.1260], [-2.8476, 0.2713, -3.4860], [-4.1388, 0.3778, -4.0225], [-1.6975, 0.6132, -4.2511], [-4.2777, 0.6589, -5.3853], [-5.0124, 0.2920, -3.3829], [-1.8462, 0.9828, -5.5789], [-0.7291, 0.6314, -3.7524], [-3.1257, 0.9256, -6.1585], [-5.2580, 0.7229, -5.8553], [-0.9730, 1.3497, -6.1308], [-3.2375, 1.1807, -7.2121], [-1.2889, 0.1477, 1.8847], [-0.9263, 0.7084, 3.5108], [-1.8085, 1.5302, 4.1127], [-1.4366, 2.3427, 5.2816], [-0.5278, 1.5960, 6.2482], [0.0101, 0.2818, 5.7112], [0.1121, 0.2983, 4.2508], [-2.5412, 1.8913, 3.5101], [-2.3720, 2.6637, 5.7468], [-0.9094, 3.2445, 4.9385], [-1.0522, 1.3989, 7.1879], [0.3061, 2.2572, 6.5036], [-0.6602, -0.5306, 6.0259], [1.0057, 0.0602, 6.0986], [0.7592, -0.3688, 3.8353]], "total_charge": 3, "e_lumo_ev": [-8.907, -11.643], "e_tot_ha": -2835.68827, "homo_ev": [-15.30, -16.30], "spin_multiplicity": 5, "orbital_gap_ev": [6.397, 4.658]}

{"formula": "C3H2BrF3", "method": "ωB97M-V/def2-TZVPD", "species": ["F", "C", "C", "F", "C", "F", "Br", "H", "H"], "xyz": [[0.8228, 1.0238, 0.5970], [0.4977, -0.1350, -0.1725], [0.9804, -1.3174, 0.5817], [1.9063, -2.1694, -0.0353], [0.8081, -1.2613, 2.0803], [1.4777, -2.0911, 2.8198], [-0.4886, -0.2078, 2.9556], [1.2578, 0.0122, -1.0339], [-0.6847, -0.0521, -0.1713]], "total_charge": 0, "e_lumo_ev": 0.378, "e_tot_ha": -2989.01798, "smiles": "FC/C(F)=C(/F)Br", "homo_ev": -9.19, "orbital_gap_ev": 9.565}

{"formula": "C6H8N", "method": "ωB97M-V/def2-TZVPD", "species": ["C", "C", "C", "C", "C", "C", "N", "H", "H", "H", "H", "H", "H", "H", "H"], "xyz": [[-0.6428, -0.8683, 0.5340], [0.6428, -1.5996, 0.5549], [1.3747, -1.0689, -0.6504], [1.8125, -0.5859, 0.6555], [0.7968, 0.2897, -0.4938], [-1.4411, 1.3175, -0.2169], [-0.4555, 0.2742, -0.0463], [-1.5522, -0.9825, 0.9716], [0.7723, -2.5340, 1.0501], [2.0195, -1.4683, -1.5575], [2.5141, -0.4499, 1.3593], [1.1844, 1.2239, -0.8878], [-1.3677, 1.8469, -1.3073], [-1.3134, 2.2644, 0.4612], [-2.3248, 0.8119, -0.0312]], "total_charge": 1, "e_lumo_ev": [-2.761, -7.570], "e_tot_ha": -287.66495, "homo_ev": [-11.23, -15.78], "spin_multiplicity": 3, "orbital_gap_ev": [8.472, 8.205]}

{"formula": "C8H9NO3P", "method": "ωB97M-V/def2-TZVPD", "species": ["C", "C", "C", "C", "C", "C", "C", "C", "N", "O", "O", "O", "P", "H", "H", "H", "H", "H", "H", "H", "H", "H"], "xyz": [[0.7995, -2.4228, 0.7132], [1.9329, -1.5304, 0.7185], [-0.1841, -2.4594, -0.2070], [1.8845, -0.3781, 0.0616], [2.7567, 0.8325, -0.0117], [-1.6969, 1.3785, -0.3255], [-0.3585, -1.5551, -1.3505], [-2.3343, 2.6072, 0.5562], [-0.6548, 0.7774, 0.2859], [3.9093, 0.9343, 0.4025], [1.9592, 1.7299, -0.3777], [-2.2080, 1.0670, -1.3696], [0.5393, 0.1792, -1.0827], [0.5832, -3.1354, 1.5284], [2.8474, -1.8348, 1.2371], [-0.9134, -3.2316, 0.1166], [-0.0097, -1.7978, -2.3730], [-1.4273, -1.3444, -1.4931], [-2.9266, 2.3703, 1.4169], [-2.9386, 3.1957, -0.1212], [-1.4468, 3.2283, 0.8119], [-0.1129, 1.3895, 0.8631]], "total_charge": -1, "e_lumo_ev": 3.566, "e_tot_ha": -932.10905, "homo_ev": -4.38, "orbital_gap_ev": 7.942}